1.
{
  "formula": "C4H12N2S",
  "method": "wB97M-V/def2-TZVPD",
  "spin_multiplicity": 3,
  "energy_ev": -18135.244,
  "charge": 2,
  "lumo_ev": [-6.8, -9.9],
  "de_lowest_kcal_mol": 0.0,
  "species": ["C", "C", "C", "C", "N", "N", "S", "H", "H", "H", "H", "H", "H", "H", "H", "H", "H", "H", "H"],
  "coordinates": [[-1.10279, -0.07411, 0.67427], [-1.85067, -0.81076, -0.07711], [1.44665, 1.04156, -1.16568], [1.62152, 0.04781, -0.10423], [-3.38967, -0.85294, 0.03941], [2.04850, 0.79573, 1.16544], [2.03743, -1.62448, 0.08187], [-1.36412, 0.42636, 1.56324], [-1.42536, -1.29457, -1.07442], [0.71582, 0.65677, -1.77443], [1.17137, 2.12382, -0.79178], [2.44554, 1.03497, -1.67718], [-3.63405, 0.12848, 0.01957], [-3.62305, -1.34533, 0.92695], [-3.84303, -1.37652, -0.72459], [1.74906, 1.83339, 1.11113], [1.54741, 0.33827, 1.88937], [3.14782, 0.81047, 1.12529], [2.30161, -1.85891, -1.20710]],
  "atomic_forces_ev_per_a": [[-1.34, -0.81, 0.10], [0.70, -1.29, -3.76], [2.11, 1.31, 0.76], [0.64, 1.13, 2.31], [1.70, -0.92, 0.55], [1.89, 1.91, -2.55], [-0.36, 0.56, -0.43], [0.30, 0.90, 1.10], [-1.22, 0.74, 2.33], [-1.68, -0.33, -2.15], [0.50, -2.24, -0.78], [-0.91, 0.68, -0.29], [-0.95, 0.19, 0.21], [-0.21, 0.68, -0.48], [0.25, 0.32, 0.08], [0.45, -2.08, 0.22], [0.45, -0.35, 1.81], [-2.38, -0.29, 1.21], [0.06, -0.12, -0.24]]
}

---

2.
{
  "formula": "C4H6O2",
  "method": "wB97M-V/def2-TZVPD",
  "smiles": "O=C1C[C@H]1CO",
  "energy_ev": -8338.079,
  "lumo_ev": 0.8,
  "de_lowest_kcal_mol": 54.9,
  "species": ["C", "C", "C", "O", "C", "O", "H", "H", "H", "H", "H", "H"],
  "coordinates": [[1.02108, -0.87108, -0.31755], [-0.22846, -0.48722, 0.53358], [-0.55455, 0.98851, 0.67139], [-0.55590, 1.64490, -0.57973], [-0.35742, -1.08704, -0.80397], [-1.06701, -1.47756, -1.68538], [0.34156, 1.63374, -0.93427], [1.63681, -0.06715, -0.72310], [1.59894, -1.74185, -0.01532], [-0.42331, -1.10553, 1.40887], [0.15218, 1.46254, 1.37006], [-1.56392, 1.10773, 1.07542]],
  "atomic_forces_ev_per_a": [[0.17, -0.09, -0.15], [-0.13, 0.00, 0.06], [-0.06, -0.12, 0.26], [0.22, 0.12, -0.11], [-0.17, -0.19, -0.26], [0.39, 0.17, 0.47], [-0.16, 0.13, 0.03], [-0.16, -0.14, -0.03], [-0.14, 0.11, 0.01], [0.01, 0.09, -0.13], [-0.11, -0.06, -0.09], [0.14, -0.03, -0.05]]
}

---

3.
{
  "formula": "C24H30B3F30O12Sn",
  "method": "wB97M-V/def2-TZVPD",
  "energy_ev": -139350.737,
  "charge": -1,
  "lumo_ev": -0.5,
  "de_lowest_kcal_mol": 35.8,
  "species": ["Sn", "B", "F", "F", "F", "F", "B", "F", "F", "F", "F", "B", "F", "F", "F", "F", "C", "C", "O", "C", "O", "C", "F", "F", "F", "H", "H", "H", "H", "H", "C", "C", "O", "C", "O", "C", "F", "F", "F", "H", "H", "H", "H", "H", "C", "C", "O", "C", "O", "C", "F", "F", "F", "H", "H", "H", "H", "H", "C", "C", "O", "C", "O", "C", "F", "F", "F", "H", "H", "H", "H", "H", "C", "C", "O", "C", "O", "C", "F", "F", "F", "H", "H", "H", "H", "H", "C", "C", "O", "C", "O", "C", "F", "F", "F", "H", "H", "H", "H", "H"],
  "coordinates": [[1.36087, -1.97088, 2.14753], [-0.30637, -0.40007, 0.21312], [-1.13552, 0.28688, -0.66664], [-0.95884, -0.57490, 1.42935], [0.12908, -1.64099, -0.26853], [0.89081, 0.24007, 0.61905], [-0.26554, -5.13633, -2.34443], [0.57451, -6.16073, -2.86571], [-1.23804, -4.76175, -3.28562], [-0.85343, -5.66464, -1.16477], [0.48745, -3.97647, -1.99705], [-1.53962, -3.29324, 2.78583], [-0.74555, -3.53434, 1.61546], [-2.53815, -4.24119, 2.88600], [-0.61355, -3.23811, 3.87321], [-2.18672, -2.07994, 2.66478], [-4.44069, 1.99756, 1.74731], [-3.52575, 1.67204, 0.57778], [-4.28994, 1.71149, -0.63404], [-4.79111, 0.57104, -1.07934], [-4.71090, -0.48348, -0.53760], [-5.52848, 0.75251, -2.41905], [-5.08320, -0.12842, -3.31866], [-6.83321, 0.48148, -2.22983], [-5.40643, 1.97911, -2.91785], [-3.91310, 1.85571, 2.68780], [-5.22698, 1.23846, 1.76821], [-4.84221, 3.00640, 1.69255], [-2.94337, 0.77107, 0.73991], [-2.79269, 2.46690, 0.45542], [-1.85215, -3.11011, 6.75118], [-0.91440, -1.92909, 6.87852], [-1.44916, -0.74418, 6.25065], [-0.94510, -0.30786, 5.12279], [0.02307, -0.73733, 4.55396], [-1.65693, 0.96287, 4.61171], [-2.67492, 1.30643, 5.40435], [-0.76679, 1.96325, 4.56868], [-2.13065, 0.76123, 3.39935], [-1.47387, -3.96619, 7.30784], [-2.00719, -3.45964, 5.73669], [-2.79184, -2.73708, 7.16284], [0.09800, -2.12708, 6.53068], [-0.82730, -1.63572, 7.92488], [-0.57521, -0.05963, -3.60601], [-2.03038, 0.26339, -3.78489], [-2.62481, -0.71822, -4.62295], [-2.82979, -1.91362, -4.05822], [-2.60121, -2.21404, -2.93933], [-3.50430, -2.86545, -5.09001], [-4.77416, -3.05580, -4.68608], [-3.52076, -2.36967, -6.33464], [-2.87555, -4.02580, -5.13100], [-0.42987, -0.91236, -2.94496], [0.10998, 0.73247, -3.30026], [-0.15114, -0.31507, -4.58587], [-2.18101, 1.26198, -4.20257], [-2.55227, 0.36210, -2.82917], [6.43526, -3.12797, -1.21592], [5.68685, -1.94036, -0.61589], [4.98879, -1.32460, -1.69191], [3.71891, -0.94998, -1.56302], [3.00437, -1.12131, -0.62839], [3.23225, -0.26477, -2.85237], [3.15276, 1.06759, -2.63683], [4.09854, -0.39021, -3.87146], [2.09824, -0.80825, -3.18388], [5.85940, -3.66340, -1.96767], [6.84966, -3.84975, -0.51459], [7.28876, -2.70693, -1.75876], [6.39151, -1.29806, -0.09036], [4.98957, -2.30694, 0.14157], [1.47640, 3.91794, -0.84744], [0.46657, 3.00184, -1.50231], [-0.37201, 3.74503, -2.38364], [-1.57528, 4.10518, -1.97974], [-1.93347, 4.14158, -0.84241], [-2.40396, 4.66763, -3.14776], [-3.29509, 5.53962, -2.68483], [-1.63507, 5.25926, -4.06402], [-3.09493, 3.68589, -3.74309], [2.07766, 3.41222, -0.08947], [1.01352, 4.71385, -0.25206], [2.12345, 4.43131, -1.56032], [-0.08510, 2.43736, -0.75456], [1.02957, 2.30724, -2.11954], [5.24937, 1.87591, -0.23220], [5.56709, 1.22683, 1.09136], [4.92864, 1.95118, 2.15610], [3.67308, 1.68239, 2.41886], [3.02548, 0.79835, 1.93464], [3.03862, 2.73114, 3.36437], [2.03898, 2.15593, 4.03016], [3.93431, 3.24643, 4.19453], [2.49796, 3.71861, 2.63411], [5.66404, 1.28535, -1.05464], [5.72590, 2.85294, -0.35025], [4.19990, 2.07799, -0.44679], [6.62120, 1.40936, 1.30353], [5.42469, 0.15159, 1.11452]],
  "atomic_forces_ev_per_a": [[-3.37, 0.61, -1.66], [-0.89, -0.01, -0.52], [0.94, -0.07, 0.23], [0.38, -0.30, 0.57], [0.32, -0.40, 0.46], [0.79, 0.60, -0.03], [-0.18, -0.22, 0.50], [0.05, 0.46, -0.14], [0.33, -0.31, 0.17], [0.02, 0.27, -0.32], [0.24, -0.28, -0.13], [-1.96, -0.02, -0.85], [1.45, 0.64, 0.39], [0.82, -0.55, 0.58], [0.64, -0.15, -0.10], [0.15, 0.21, 0.74], [0.05, -0.85, 0.01], [0.43, 1.01, 1.03], [0.11, 0.10, -0.73], [0.44, 0.13, 0.48], [-0.25, -0.52, -0.07], [-0.21, -0.53, 0.12], [0.05, 0.21, 0.01], [-0.01, 0.30, -0.03], [-0.11, 0.05, -0.15], [0.08, 0.28, -0.08], [-0.25, 0.28, -0.02], [-0.12, -0.03, -0.07], [-0.53, -0.41, -0.36], [-0.08, 0.03, -0.10], [-0.27, 0.57, -0.04], [0.74, -0.36, 0.38], [-0.39, 0.06, -0.28], [0.40, -0.12, 0.20], [0.50, -0.05, -0.41], [-0.27, -0.37, 0.04], [0.12, 0.27, 0.08], [-0.11, 0.07, 0.12], [0.13, 0.00, -0.15], [-0.03, 0.15, 0.28], [0.05, 0.26, -0.20], [-0.19, -0.57, 0.02], [-0.10, 0.05, -0.35], [-0.08, -0.02, 0.02], [1.04, -0.40, -0.55], [0.23, 1.12, 0.95], [-0.27, 0.25, -0.41], [-0.19, 0.21, -0.54], [-0.10, -0.20, 0.41], [0.38, 0.03, 0.58], [0.01, -0.09, -0.28], [-0.21, 0.11, -0.04], [-0.26, -0.07, -0.06], [-0.05, 0.02, -0.01], [-0.66, 0.34, 0.42], [-0.26, -0.25, 0.00], [-0.01, -0.37, -0.75], [0.06, -0.66, 0.10], [0.83, 0.54, -0.72], [-0.32, -2.04, 0.65], [0.44, 0.79, -0.06], [0.52, -0.36, 0.05], [-0.08, -0.01, 0.53], [1.15, 0.00, -0.17], [-0.66, -0.17, 0.13], [-0.11, -0.24, 0.10], [-0.60, 0.34, -0.26], [-0.35, 0.02, 0.23], [-0.25, 0.19, 0.33], [0.02, -0.19, -0.04], [-0.10, 0.55, -0.47], [-0.25, 0.20, -0.16], [-0.05, 0.93, 0.79], [1.15, -0.07, 0.74], [-0.38, -0.46, -1.08], [1.00, 0.67, 0.64], [-0.59, -0.18, 0.10], [-0.50, -0.38, 0.01], [0.12, 0.27, -0.04], [-0.08, 0.10, 0.03], [0.21, -0.07, -0.09], [0.10, -0.41, -0.35], [-0.34, -0.08, -0.24], [0.05, -0.26, -0.12], [-0.32, 0.11, -0.19], [-0.34, -0.12, -0.19], [0.13, 0.40, -0.92], [0.92, 0.71, -0.33], [0.08, 0.18, 0.46], [-0.31, -0.02, -0.46], [0.07, -0.41, 0.41], [-0.51, -0.38, -0.47], [0.35, 0.09, 0.32], [-0.08, 0.09, 0.31], [0.32, 0.03, 0.00], [-0.17, -0.16, 0.10], [0.13, -0.05, 0.41], [-0.15, -0.51, 0.26], [0.02, -0.18, 0.01], [-0.66, 0.06, 0.26]]
}

---

4.
{
  "formula": "C35H37BF4P2Tc",
  "method": "wB97M-V/def2-TZVPD",
  "spin_multiplicity": 4,
  "energy_ev": -69199.822,
  "charge": 2,
  "lumo_ev": [-9.0, -9.0],
  "de_lowest_kcal_mol": 64.9,
  "species": ["Tc", "C", "C", "C", "C", "C", "C", "C", "C", "C", "H", "H", "H", "H", "H", "H", "H", "H", "H", "H", "H", "H", "H", "H", "H", "P", "P", "C", "C", "C", "C", "C", "C", "C", "C", "C", "C", "C", "C", "C", "C", "C", "C", "C", "C", "C", "C", "C", "C", "C", "C", "C", "C", "H", "H", "H", "H", "H", "H", "H", "H", "H", "H", "H", "H", "H", "H", "H", "H", "H", "H", "H", "H", "H", "H", "F", "B", "F", "F", "F"],
  "coordinates": [[-0.73840, -2.29988, 0.25898], [-1.84421, -3.88662, -0.03174], [-2.17825, -2.80944, -0.95135], [-3.33494, -1.89539, -0.66712], [-3.20712, -0.99269, 0.60402], [-1.81935, -0.90514, 1.19267], [-1.29243, -1.93293, 2.10190], [-2.16109, -3.11173, 2.46509], [-2.52646, -4.09371, 1.29413], [1.85799, 2.92854, 0.23176], [-1.41547, -4.80505, -0.45726], [-1.99253, -3.01832, -2.00521], [-4.25942, -2.48521, -0.58883], [-3.54338, -1.25203, -1.54443], [-3.52303, 0.02917, 0.30812], [-3.93479, -1.33764, 1.36108], [-1.48842, 0.12057, 1.40376], [-0.57093, -1.57722, 2.84157], [-3.08285, -2.77710, 2.98253], [-1.59286, -3.68910, 3.22034], [-2.20308, -5.08487, 1.64748], [-3.62380, -4.18211, 1.17699], [2.25545, 1.97406, 0.57152], [2.35917, 3.76991, 0.71912], [2.05763, 3.01714, -0.83063], [0.85403, 1.60339, -2.43194], [0.13524, 3.00756, 0.61367], [-0.75923, 1.61101, -1.66123], [-1.00976, 2.51303, -0.63420], [0.88063, 0.15681, -3.41159], [-0.27047, -0.35155, -4.06098], [-0.12320, -0.86910, -5.34030], [1.13636, -0.90989, -5.94226], [2.27763, -0.79793, -5.13273], [2.16226, -0.30522, -3.84293], [0.96235, -3.39411, -0.35847], [1.88362, -3.64370, 0.64577], [2.80545, -4.66663, 0.43713], [2.83166, -5.31688, -0.79629], [1.87706, -5.06475, -1.78467], [0.93005, -4.06484, -1.56407], [-0.18798, 4.80963, 0.78176], [-0.23411, 5.53638, -0.41946], [-0.42390, 6.92059, -0.41360], [-0.58716, 7.59286, 0.80255], [-0.63863, 6.86141, 1.99650], [-0.40566, 5.47988, 1.99656], [-0.02869, 2.13199, 2.21744], [0.97663, 1.33474, 2.81250], [0.82952, 0.85987, 4.11150], [-0.37349, 1.05103, 4.80207], [-1.42357, 1.71458, 4.16753], [-1.24685, 2.27397, 2.90151], [-1.61325, 1.05786, -2.08626], [-2.02545, 2.93884, -0.53715], [-1.22454, -0.33235, -3.54054], [-0.99275, -1.26503, -5.84225], [1.22775, -1.10138, -7.00765], [3.23744, -1.12802, -5.51625], [3.00210, -0.26615, -3.14376], [1.86211, -3.05941, 1.55369], [3.48619, -4.96288, 1.23572], [3.61290, -6.04275, -0.99514], [1.85584, -5.63289, -2.71755], [0.15415, -3.85938, -2.27486], [-0.09397, 5.00613, -1.36137], [-0.44207, 7.45990, -1.36233], [-0.70434, 8.67954, 0.80263], [-0.86224, 7.38664, 2.92647], [-0.36672, 4.94139, 2.94416], [1.86860, 1.04787, 2.25933], [1.65425, 0.33456, 4.59222], [-0.48739, 0.66431, 5.81856], [-2.38809, 1.81019, 4.66637], [-2.07168, 2.81512, 2.43594], [2.89806, -0.37042, 0.71179], [4.07928, -0.45035, -0.12005], [3.91709, -1.54323, -1.04413], [4.19238, 0.76312, -0.85934], [5.19712, -0.66859, 0.66547]],
  "atomic_forces_ev_per_a": [[8.40, -0.89, -2.80], [-1.52, -1.62, -1.40], [-2.20, -1.53, -0.34], [-1.28, 0.43, -0.70], [-0.58, 0.41, -0.28], [-1.59, 1.87, 3.46], [-2.46, 2.33, 1.23], [0.20, -0.56, 0.97], [-0.41, -1.00, 0.67], [0.59, -0.49, -0.51], [0.00, 0.57, 0.13], [0.37, 0.18, 0.12], [0.19, 0.00, 0.13], [0.40, -0.23, 0.36], [0.15, -0.57, 0.28], [0.39, 0.09, -0.18], [0.33, -0.53, -0.29], [0.19, -0.20, -0.37], [0.41, 0.01, -0.40], [-0.36, 0.24, -0.41], [-0.21, 0.30, -0.21], [0.44, 0.33, -0.07], [0.36, -0.07, -0.17], [-0.18, -0.19, 0.18], [0.16, 0.16, 0.03], [0.29, -1.95, 0.09], [1.03, 2.37, 2.13], [-0.68, 1.23, 0.97], [-0.64, -1.61, -2.05], [0.48, 0.34, 0.94], [-0.07, -0.30, -0.52], [-0.62, 0.13, 0.69], [0.19, -0.15, 0.40], [0.10, -0.10, 0.32], [0.22, 0.27, -0.77], [-1.16, 0.88, 0.46], [-0.11, -0.31, -0.28], [0.12, 0.11, -0.03], [-0.02, -0.21, 0.00], [0.05, 0.45, -0.13], [0.57, -0.81, 0.08], [-0.59, -0.02, 0.18], [0.03, -0.03, 0.14], [0.16, -0.27, 0.10], [-0.21, -0.39, -0.10], [0.19, 0.05, -0.26], [0.06, 0.01, -0.06], [-0.76, -0.33, 0.02], [0.22, 0.29, -0.66], [-0.38, 0.03, 0.14], [0.21, 0.01, -0.26], [-0.15, 0.09, -0.03], [-0.09, 0.02, 0.08], [0.28, 0.74, -0.05], [0.30, -0.79, 0.51], [0.01, 0.20, -0.49], [-0.05, 0.20, -0.26], [0.01, -0.23, 0.19], [-0.04, 0.20, 0.05], [0.02, 0.28, -0.31], [0.16, -0.04, 0.28], [0.00, 0.24, -0.35], [-0.18, -0.08, 0.12], [0.17, 0.19, 0.31], [-0.22, -0.08, -0.42], [-0.05, 0.22, 0.01], [0.06, -0.12, 0.35], [-0.04, -0.42, 0.08], [0.24, -0.26, -0.21], [-0.12, 0.12, -0.25], [0.01, 0.21, 0.17], [-0.19, 0.05, -0.24], [0.00, 0.16, -0.38], [0.27, 0.06, -0.12], [0.14, -0.01, 0.20], [-0.20, 0.22, -0.24], [0.64, -0.75, -0.43], [-0.34, 0.86, 0.43], [-0.54, -0.25, 0.16], [-0.52, 0.22, -0.14]]
}